[1]
15
Properties=species:S:1:pos:R:3:forces:R:3:nbo_charge:R:1 method="wB97M-V/def2-TZVPD" relative_energy_kcal_mol=46.4 largest_force_ev_per_a=3.95 charge=+1 homo_ev=-12.6483 lumo_energy_ha=-0.135
C 0.8228 0.5929 1.6757 0.41 -0.12 -3.07 -0.360
C -1.1667 -0.1818 0.3250 -0.96 2.93 -0.08 0.377
N -0.5041 -1.1678 0.8341 1.30 -2.68 -1.87 -0.404
N -2.1390 -0.1840 -0.5822 0.34 2.33 1.25 -0.742
N 0.4585 -0.7980 1.7568 0.20 -0.92 3.83 -0.405
S -0.6577 1.3899 1.0514 -1.96 -0.25 -0.45 0.302
S 2.2764 0.7418 -2.7375 0.59 0.46 1.76 -0.269
H 1.2074 1.1055 2.5520 0.03 -0.59 0.15 0.279
H 1.4587 0.6951 0.7638 0.44 -0.02 1.23 0.229
H -0.3254 -2.1637 0.4475 -0.84 2.33 0.58 0.463
H -2.6455 0.7489 -0.7227 0.98 -2.34 -0.28 0.461
H -2.2076 -0.9924 -1.1402 -0.91 -0.70 -0.95 0.429
H 0.9900 0.8290 -2.9427 -0.97 0.13 -0.20 0.120
H -0.0607 -0.9377 2.6514 1.01 0.02 -0.37 0.369
H 2.4929 0.3224 -3.9326 0.32 -0.58 -1.52 0.151

[2]
14
Properties=species:S:1:pos:R:3:forces:R:3:nbo_charge:R:1 method="wB97M-V/def2-TZVPD" relative_energy_kcal_mol=134.8 largest_force_ev_per_a=5.86 homo_ev=-6.7511 lumo_energy_ha=0.036
H 1.0752 1.5201 0.6956 -0.23 0.70 0.05 0.277
N 0.9138 1.2537 -0.2941 -5.11 2.47 -0.73 -0.368
N -0.3942 1.2573 -0.5900 5.54 1.50 -1.15 -0.090
N -1.2231 2.0560 0.0862 -1.18 -0.25 2.10 -0.686
H -1.7917 2.6751 -0.4726 0.10 -0.43 0.16 0.390
H -1.0616 2.2606 1.0753 0.15 0.25 -0.59 0.346
C -0.7823 -1.9089 0.0015 -0.38 1.39 0.13 -0.480
C 0.3259 -1.2735 0.4042 3.24 -2.43 -1.48 -0.014
N 1.3593 -0.7374 -0.4559 -2.26 -3.02 1.61 -0.770
H -1.2828 -1.5801 -0.8984 0.13 -0.51 -0.39 0.200
H -1.2607 -2.6354 0.6359 -0.36 0.36 0.34 0.205
H 0.7725 -1.5806 1.3476 -0.15 0.21 0.15 0.177
H 2.3206 -0.8855 -0.1733 -0.54 0.28 -0.53 0.403
H 1.0291 -0.4213 -1.3621 1.05 -0.54 0.34 0.411

[3]
14
Properties=species:S:1:pos:R:3:forces:R:3:nbo_charge:R:1 method="wB97M-V/def2-TZVPD" relative_energy_kcal_mol=34.0 largest_force_ev_per_a=4.11 homo_ev=-8.8066 lumo_energy_ha=0.031
H 3.3934 -0.7270 1.3713 0.51 0.27 -0.43 0.339
N 2.5663 -0.2639 1.0231 -0.90 0.15 0.11 -0.739
C 2.0502 -0.9319 0.0672 0.06 -0.31 1.47 0.290
N 0.7700 -0.8322 -0.3819 -0.43 0.25 -0.80 -0.860
H 2.5937 -1.7501 -0.3882 0.09 -0.31 -0.40 0.132
H -0.0607 -0.4483 0.1106 1.20 -0.60 0.60 0.419
H 0.5147 -1.6203 -0.9492 -0.15 0.04 -0.24 0.379
H -2.2661 0.0605 1.6543 -0.79 -0.80 -0.55 0.376
N -1.8186 -0.2389 0.7880 1.67 0.55 -1.30 -0.779
C -2.0169 0.6777 -0.0972 -1.45 3.13 2.23 0.327
N -1.2541 1.3126 -1.0349 2.91 -1.78 -0.44 -0.818
H -2.8706 1.3531 0.0662 -0.38 -0.26 -0.09 0.123
H -0.2219 1.1157 -1.0060 -1.47 -0.15 -0.32 0.408
H -1.3795 2.2931 -1.2234 -0.87 -0.20 0.15 0.402

[4]
14
Properties=species:S:1:pos:R:3:forces:R:3:nbo_charge:R:1 method="wB97M-V/def2-TZVPD" relative_energy_kcal_mol=49.7 largest_force_ev_per_a=6.07 homo_ev=-8.8893 lumo_energy_ha=0.039
H -2.0085 -0.0199 -2.2911 0.30 1.03 1.99 0.341
N -1.6660 0.2436 -1.3009 3.00 1.48 -1.75 -0.718
C -0.6705 1.1589 -1.4529 -3.82 -4.52 -1.35 0.302
N 0.2684 1.4160 -0.5486 2.90 3.73 2.92 -0.905
H -0.5976 1.5565 -2.4480 0.12 0.94 -0.49 0.127
H 1.1511 0.8839 -0.2677 -2.17 -0.17 -0.71 0.466
H 0.4550 2.4733 -0.3786 -0.33 -2.55 -0.82 0.380
H 2.5542 -1.5826 0.7510 -1.22 1.03 0.20 0.353
N 1.7184 -1.0368 0.4270 -3.51 -0.21 2.18 -0.817
C 0.6979 -1.0795 1.3591 3.88 -0.46 -2.70 0.304
N -0.6150 -0.7106 1.3073 2.24 -0.14 0.24 -0.783
H 1.0166 -1.4438 2.3227 -0.39 -0.23 0.53 0.146
H -1.1859 -0.7126 0.5085 -0.14 0.67 -2.13 0.431
H -1.1180 -1.1464 2.0122 -0.85 -0.60 1.89 0.373

[5]
15
Properties=species:S:1:pos:R:3:forces:R:3:nbo_charge:R:1 method="wB97M-V/def2-TZVPD" relative_energy_kcal_mol=85.2 largest_force_ev_per_a=4.68 homo_ev=-8.3722 lumo_energy_ha=0.032
C 0.3305 0.1236 0.4134 -2.23 -0.05 1.24 0.364
C -1.0886 -0.5828 -0.7740 1.32 1.76 2.95 0.519
N 1.6652 -0.4105 0.4653 -0.32 -0.70 -0.96 -0.875
N 0.4802 1.5474 0.2436 -0.16 0.00 -0.56 -0.873
N -0.3751 -0.8568 -1.8482 1.56 0.94 1.73 -0.901
O -0.3418 -0.0877 1.6395 -0.26 0.31 0.22 -0.752
N -2.2767 -0.4500 -0.4391 -0.31 -0.81 -0.16 -0.753
H -0.1157 0.6723 2.2006 -0.05 -0.20 -0.02 0.468
H 2.1993 0.0843 1.1787 -0.11 0.02 -0.23 0.378
H 1.6161 -1.3910 0.7201 0.09 0.06 -0.01 0.379
H -0.4259 1.9577 0.0378 0.04 0.02 0.06 0.377
H 1.0734 1.7118 -0.5641 0.03 0.20 0.11 0.371
H -0.8230 -1.4147 -2.5781 1.10 0.36 -0.17 0.423
H 0.5330 -0.4665 -1.2601 -0.97 -2.24 -3.99 0.482
H -2.4510 -0.4372 0.5646 0.27 0.31 -0.22 0.393

[6]
15
Properties=species:S:1:pos:R:3:forces:R:3:nbo_charge:R:1 method="wB97M-V/def2-TZVPD" relative_energy_kcal_mol=170.8 largest_force_ev_per_a=5.88 homo_ev="-8.8105 / -8.8106" lumo_energy_ha="-0.012 / -0.012"
H 0.6009 -1.1375 -0.6128 -1.35 1.47 -1.10 0.390
N 1.5082 -1.3619 -0.2799 2.85 -2.15 1.02 -0.395
N 2.4049 -0.5326 -0.3007 -2.04 -0.27 -0.14 0.145
N 3.0806 0.2543 0.2961 1.41 1.07 0.23 0.251
O 4.1150 0.8690 0.0229 -0.36 -0.33 0.01 -0.438
C -1.8948 -0.6886 0.2714 0.40 0.44 0.00 -0.429
N -0.8889 -0.1132 -0.6430 0.91 0.99 3.27 -0.640
C -0.3572 0.9967 0.2080 -2.14 3.17 -4.46 -0.420
H -1.4728 -1.3524 1.0632 0.23 1.10 -0.39 0.208
H -2.6440 0.0189 0.6575 0.54 0.09 0.24 0.183
H -2.4211 -1.3458 -0.2865 -2.07 -2.32 -1.83 0.200
H -1.1661 0.3590 -1.4763 -1.17 -0.33 -0.57 0.374
H -1.1833 1.8213 0.3164 1.17 -1.50 0.28 0.172
H -0.0826 0.6551 1.1139 1.22 -1.03 2.99 0.196
H 0.4013 1.5576 -0.3502 0.41 -0.40 0.44 0.202

[7]
15
Properties=species:S:1:pos:R:3:forces:R:3:nbo_charge:R:1 method="wB97M-V/def2-TZVPD" relative_energy_kcal_mol=99.3 largest_force_ev_per_a=1.98 homo_ev="-7.1463 / -7.1459" lumo_energy_ha="0.033 / 0.033"
C -0.1250 -1.9611 -0.0219 0.76 -0.82 -1.63 0.139
C -0.3846 1.0070 -0.1914 -0.02 -0.70 -0.23 0.452
N -0.6955 1.6016 1.0477 -0.19 0.43 -0.16 -0.841
N 0.8624 1.2886 -0.7379 0.22 -0.09 -0.12 -0.876
N 0.8439 -1.5256 0.7769 -0.46 0.77 -0.29 -0.739
O -0.5291 -0.6988 -1.6472 0.15 -0.56 1.85 -0.637
N -1.1200 0.0534 -0.6365 -0.47 1.27 0.49 -0.287
H -0.5740 2.6114 1.0516 -0.02 -0.17 -0.01 0.363
H -1.6540 1.3811 1.2969 0.07 -0.01 -0.08 0.386
H 1.1458 2.2587 -0.7453 -0.08 -0.09 0.01 0.374
H 0.9087 0.8280 -1.6471 0.01 0.18 0.13 0.412
H 1.6799 -1.1673 0.3280 -0.05 -0.23 0.13 0.412
H 0.5676 -0.9891 1.5920 0.03 -0.01 -0.18 0.405
H -1.0776 -2.1798 0.4442 -0.06 0.41 -0.34 0.213
H 0.1514 -2.5079 -0.9098 0.12 -0.37 0.44 0.224

[8]
16
Properties=species:S:1:pos:R:3:forces:R:3:nbo_charge:R:1 method="wB97M-V/def2-TZVPD" relative_energy_kcal_mol=260.7 largest_force_ev_per_a=6.03 homo_ev=-8.7605 lumo_energy_ha=0.005
C -1.4136 -0.1551 -2.0760 -0.51 -3.84 -2.72 -0.391
C 0.2305 0.3266 0.5296 0.99 -1.97 1.06 0.472
H -2.5226 0.2415 -2.0527 1.86 -1.44 0.13 0.198
H -1.0840 -1.1973 -2.8610 -1.93 3.37 1.41 0.171
H -0.8469 0.6431 -2.5190 0.61 0.47 0.28 0.188
H -1.0872 -1.8495 -0.8174 0.42 3.59 0.47 0.395
H -0.2378 1.7691 1.7146 1.37 -1.20 0.63 0.364
H -0.0865 -0.0227 3.1503 4.89 1.32 -1.41 0.460
H 0.9848 -0.4309 -1.0883 1.71 -0.29 2.91 0.444
H 2.3987 0.1179 1.7509 1.23 -0.53 -5.11 0.500
N -0.8083 -0.7692 -0.9118 -2.37 -0.75 -0.66 -0.558
N -1.0041 0.1526 0.2347 0.18 -1.73 -1.53 -0.396
N 0.5517 1.0705 1.5889 -1.15 5.06 1.36 -0.347
N 1.2726 -0.3728 0.0167 2.10 0.09 -1.43 -0.378
O 0.9698 0.4180 2.7410 -5.49 -1.77 1.76 -0.547
O 2.6828 0.0583 0.5994 -3.92 -0.38 2.86 -0.576

[9]
17
Properties=species:S:1:pos:R:3:forces:R:3:nbo_charge:R:1 method="wB97M-V/def2-TZVPD" relative_energy_kcal_mol=85.0 largest_force_ev_per_a=5.17 charge=+1 homo_ev=-13.9960 lumo_energy_ha=-0.166
N -1.7014 1.0472 1.5548 1.88 0.33 1.14 -0.683
C -0.9005 0.2982 0.8882 -0.74 -2.88 -2.12 0.650
N 0.3057 -0.1460 0.9210 4.17 1.29 2.77 -0.572
C 1.1603 -0.4034 -0.2642 -0.47 1.09 -2.49 0.289
N 2.2429 0.6388 -0.5800 -1.53 0.15 0.42 -0.894
N 0.1696 -0.3845 -1.3487 1.81 0.56 0.28 -0.850
N -1.7386 -0.6570 -0.2520 -0.10 2.74 2.85 0.540
O -2.4994 0.0460 -0.8460 -0.88 -1.24 -0.55 -0.303
O -1.5378 -1.8394 -0.1608 -0.70 0.63 -0.28 -0.326
H -1.4788 1.6619 2.3468 0.14 -0.35 -0.57 0.455
H -2.6351 0.9076 1.3212 -2.20 0.13 -0.36 0.443
H 0.9524 -0.0219 1.7417 -1.42 0.25 -0.57 0.438
H 1.5782 -1.3619 -0.2292 0.60 -1.50 0.93 0.198
H 2.7674 0.4282 -1.4038 -0.71 -0.87 -1.34 0.390
H 3.0831 0.9090 -0.0665 -1.05 -0.58 1.70 0.410
H 0.5767 0.1225 -2.1013 -0.24 0.09 -1.01 0.410
H -0.3448 -1.2453 -1.5211 1.45 0.16 -0.78 0.405

[10]
12
Properties=species:S:1:pos:R:3:forces:R:3:nbo_charge:R:1 method="wB97M-V/def2-TZVPD" relative_energy_kcal_mol=8.2 largest_force_ev_per_a=1.29 charge=-1 homo_ev=-2.5979 lumo_energy_ha=0.150
O -2.5994 -1.2123 -1.2839 0.18 0.05 0.06 -1.334
H -3.0156 -0.6592 -0.6102 -0.01 -0.07 -0.07 0.391
C 1.4048 0.5999 0.8389 0.39 1.16 -0.39 -0.622
C 0.0262 0.1493 0.3443 0.48 -0.65 0.63 -0.212
N -0.0231 -0.0042 -1.0994 0.12 -0.22 0.05 -0.883
H 2.0458 -0.2156 1.1600 0.01 -0.17 0.15 0.186
H 1.3516 1.3648 1.6228 -0.15 -0.42 0.35 0.189
H 1.9673 1.1505 0.0665 -0.30 -0.35 -0.19 0.199
H -0.7359 0.8169 0.7287 -0.22 0.43 -0.40 0.172
H -0.1893 -0.7898 0.8802 -0.13 -0.08 -0.14 0.154
H -0.9181 -0.4995 -1.3283 -0.49 0.23 0.10 0.448
H 0.6857 -0.7007 -1.3196 0.12 0.09 -0.14 0.313